[1]
Molecular formula: C38H57Cl3F21N3O17
Method: DFT, ωB97M-V/def2-TZVPD

Cartesian coordinates (Å):
C -3.553 -2.103 2.326
C -4.842 -2.881 2.734
O -5.991 -2.270 2.140
C -7.263 -2.744 2.354
O -7.403 -3.630 3.190
C -8.378 -2.299 1.378
F -9.057 -3.363 1.026
F -9.274 -1.557 2.036
F -7.946 -1.631 0.294
H -3.706 -1.206 2.927
H -3.585 -1.881 1.259
H -2.563 -2.440 2.632
H -4.922 -2.920 3.820
H -4.843 -3.910 2.374
C 0.856 2.596 2.590
C -0.024 3.723 1.928
O -1.324 3.636 2.594
C -2.251 2.752 2.134
O -2.075 1.986 1.180
C -3.479 2.639 3.022
F -3.403 1.457 3.708
F -3.621 3.658 3.860
F -4.609 2.638 2.294
H 0.649 1.547 2.378
H 0.949 2.585 3.676
H 1.913 2.585 2.328
H -0.115 3.508 0.863
H 0.339 4.707 2.226
C 1.986 3.318 -6.143
C 2.666 2.043 -6.609
O 2.557 1.089 -5.604
C 3.272 -0.023 -5.662
O 3.835 -0.458 -6.697
C 3.399 -0.806 -4.354
F 4.685 -0.963 -4.070
F 2.807 -0.155 -3.410
F 2.814 -1.996 -4.468
H 2.568 3.665 -5.290
H 0.949 3.086 -5.903
H 2.045 4.085 -6.915
H 3.681 2.335 -6.881
H 2.074 1.708 -7.461
C 4.489 1.698 -0.923
C 4.920 1.919 0.549
O 5.641 3.115 0.579
C 5.206 4.134 1.257
O 4.094 4.161 1.799
C 6.110 5.425 1.159
F 7.247 5.078 0.656
F 5.595 6.404 0.497
F 6.329 5.879 2.389
H 3.957 0.747 -0.948
H 5.409 1.595 -1.499
H 3.894 2.544 -1.267
H 5.493 1.108 0.998
H 4.017 2.043 1.146
C 1.050 2.645 -1.683
C -0.304 2.769 -2.372
O -1.035 3.872 -1.838
C -2.391 3.922 -1.967
O -3.045 3.228 -2.721
C -3.041 5.172 -1.301
F -3.925 5.849 -2.030
F -3.665 4.650 -0.269
F -2.099 5.898 -0.726
H 1.495 3.640 -1.674
H 1.713 1.880 -2.088
H 0.821 2.353 -0.658
H -0.804 1.804 -2.288
H -0.174 2.835 -3.453
C -1.196 -0.991 5.363
C -0.406 0.206 5.182
O -0.769 1.359 5.827
C 0.210 2.193 6.404
O 1.396 1.838 6.530
C -0.388 3.512 7.066
F 0.386 4.582 6.873
F -1.677 3.701 6.667
F -0.345 3.355 8.374
H -0.752 -1.851 4.861
H -2.229 -0.882 5.033
H -1.245 -1.327 6.399
H -0.576 0.369 4.118
H 0.646 0.011 5.390
C -4.165 -0.745 -6.837
C -2.731 -1.286 -7.022
O -2.175 -1.825 -5.821
C -1.588 -0.905 -5.012
O -1.508 0.328 -5.149
C -0.852 -1.552 -3.876
F 0.233 -0.853 -3.726
F -1.550 -1.555 -2.750
F -0.546 -2.723 -4.267
H -4.263 -0.015 -6.034
H -4.845 -1.530 -6.506
H -4.493 -0.200 -7.722
H -2.021 -0.660 -7.562
H -2.813 -2.197 -7.615
Cl 2.593 -5.234 1.487
C 2.109 -5.137 -0.264
Cl 3.162 -4.087 -1.157
Cl 0.364 -4.697 -0.399
H 2.126 -6.126 -0.722
C -3.112 -3.971 -1.063
N -4.435 -4.562 -1.037
C -4.432 -5.914 -0.521
C -5.511 -3.951 -1.525
O -6.660 -4.449 -1.470
H -2.799 -3.460 -0.153
H -3.093 -3.197 -1.830
H -2.513 -4.845 -1.319
H -3.663 -6.041 0.241
H -5.307 -6.308 -0.004
H -4.140 -6.648 -1.272
H -5.389 -2.898 -1.823
C 6.473 -2.304 4.487
N 6.133 -2.251 3.014
C 7.077 -1.437 2.156
C 4.972 -2.672 2.563
O 4.606 -2.594 1.397
H 6.578 -1.301 4.900
H 7.376 -2.874 4.703
H 5.715 -2.834 5.064
H 8.143 -1.560 2.349
H 7.051 -1.587 1.077
H 6.722 -0.413 2.041
H 4.317 -3.132 3.318
C 1.758 -1.152 -0.478
N 0.754 -1.002 0.614
C -0.617 -0.504 0.190
C 1.087 -1.540 1.780
O 0.330 -1.789 2.719
H 1.678 -0.383 -1.246
H 1.633 -2.143 -0.913
H 2.803 -1.083 -0.176
H -0.405 0.403 -0.377
H -1.068 -1.177 -0.539
H -1.140 -0.231 1.106
H 2.168 -1.746 1.773

Forces on atoms 1 to 3 (eV/Å):
-1.79 0.65 0.63
0.92 -1.27 0.04
-1.80 1.51 -1.24

orbital gap: 9.471 eV
LUMO level: 0.1 eV
SMILES string: CCOC(=O)C(F)(F)F.CCOC(=O)C(F)(F)F.CCOC(=O)C(F)(F)F.CCOC(=O)C(F)(F)F.CCOC(=O)C(F)(F)F.CCOC(=O)C(F)(F)F.CCOC(=O)C(F)(F)F.ClC(Cl)Cl.CN(C)C=O.CN(C)C=O.CN(C)C=O
HOMO level: -9.33 eV



[2]
Molecular formula: C38H58ClN2O18
Method: DFT, ωB97M-V/def2-TZVPD

Cartesian coordinates (Å):
Cl 0.301 -1.176 -0.232
O 0.622 -2.333 -1.043
O 1.464 -0.826 0.556
O -0.137 -0.085 -1.087
O -0.802 -1.431 0.672
O -3.069 -0.127 -6.226
C -3.052 -0.703 -5.178
O -1.957 -1.399 -4.798
C -2.081 -1.928 -3.471
C -3.375 -1.317 -2.906
C -4.130 -0.826 -4.127
H -1.205 -1.636 -2.899
H -2.181 -3.015 -3.482
H -3.105 -0.526 -2.207
H -3.935 -2.065 -2.345
H -4.612 0.121 -3.895
H -4.876 -1.562 -4.424
O -2.643 2.757 5.931
C -2.180 2.557 4.851
O -1.547 3.540 4.163
C -0.988 3.053 2.952
C -1.618 1.686 2.691
C -2.088 1.254 4.085
H 0.103 3.050 2.987
H -1.199 3.739 2.128
H -0.935 0.947 2.277
H -2.464 1.897 2.039
H -1.311 0.702 4.617
H -3.040 0.731 4.074
O -5.332 0.380 -0.641
C -5.234 -0.297 0.346
O -6.303 -0.485 1.133
C -5.948 -1.295 2.262
C -4.689 -2.015 1.847
C -4.021 -0.983 0.910
H -6.779 -1.919 2.586
H -5.759 -0.626 3.111
H -4.899 -2.933 1.302
H -4.068 -2.203 2.721
H -3.349 -1.478 0.215
H -3.432 -0.207 1.408
O 5.129 -5.924 2.797
C 4.311 -5.444 2.067
O 3.050 -5.941 1.950
C 2.112 -4.950 1.476
C 2.935 -3.686 1.248
C 4.398 -4.137 1.335
H 1.352 -4.793 2.238
H 1.643 -5.348 0.580
H 2.772 -2.875 1.954
H 2.801 -3.261 0.254
H 4.999 -3.423 1.897
H 4.899 -4.226 0.370
O 1.190 -1.661 -7.583
C 1.176 -1.145 -6.502
O 1.581 -1.840 -5.416
C 1.608 -1.025 -4.239
C 1.268 0.403 -4.683
C 0.757 0.258 -6.121
H 2.513 -1.012 -3.635
H 0.795 -1.363 -3.595
H 2.157 1.032 -4.645
H 0.517 0.821 -4.014
H 1.285 0.998 -6.713
H -0.332 0.252 -6.096
O -2.353 5.849 -2.271
C -2.557 4.721 -1.911
O -2.449 3.698 -2.773
C -2.543 2.425 -2.117
C -2.563 2.738 -0.619
C -2.880 4.220 -0.519
H -1.685 1.788 -2.323
H -3.499 1.984 -2.403
H -1.607 2.546 -0.128
H -3.294 2.150 -0.062
H -2.281 4.722 0.235
H -3.942 4.390 -0.334
N 4.083 0.226 -1.131
C 4.065 0.824 -2.380
C 5.250 0.492 -3.003
C 6.012 -0.313 -2.152
C 5.274 -0.446 -1.012
H 3.316 0.113 -0.486
H 3.198 1.366 -2.716
H 5.552 0.868 -3.969
H 6.973 -0.772 -2.304
H 5.350 -1.060 -0.126
N 1.770 5.033 0.189
C 2.199 3.776 0.523
C 1.505 2.881 -0.264
C 0.818 3.624 -1.231
C 0.904 4.960 -0.869
H 2.052 5.889 0.625
H 2.914 3.672 1.324
H 1.555 1.806 -0.193
H 0.284 3.158 -2.045
H 0.447 5.817 -1.335
C 0.694 -2.907 4.636
C -0.815 -2.922 4.703
O -1.377 -3.393 5.658
C -1.544 -2.312 3.534
H 1.064 -2.046 4.079
H 1.073 -3.842 4.220
H 1.120 -2.874 5.639
H -1.145 -1.357 3.195
H -2.604 -2.143 3.714
H -1.430 -2.989 2.683
C 4.515 0.716 2.222
C 3.661 1.486 3.224
O 4.191 2.109 4.109
C 2.175 1.294 3.089
H 5.539 0.668 2.584
H 4.448 1.196 1.246
H 4.151 -0.312 2.148
H 1.720 1.814 3.937
H 1.842 0.260 3.183
H 1.794 1.685 2.147

Forces on atoms 1 to 3 (eV/Å):
-0.85 -0.11 -0.46
-0.30 0.39 0.44
0.24 0.52 -0.11

orbital gap: 8.462 eV
LUMO level: 1.9 eV
HOMO level: -6.57 eV
total charge: -1



[3]
Molecular formula: C38H58O3P2PdSSi
Method: DFT, ωB97M-V/def2-TZVPD

Cartesian coordinates (Å):
Pd 0.239 0.565 -0.053
C -2.004 -2.651 0.224
Si -0.656 -1.634 -0.577
C -1.239 -1.318 -2.366
C -1.347 -2.362 -3.289
C -1.743 -2.143 -4.597
C -2.073 -0.859 -5.010
C -2.001 0.193 -4.112
C -1.570 -0.022 -2.805
P -1.394 1.303 -1.550
C -2.933 1.222 -0.534
C -3.057 2.339 0.509
C -3.786 3.574 -0.005
C -5.126 3.220 -0.643
C -4.967 2.181 -1.749
C -4.269 0.938 -1.220
C -0.985 2.895 -2.388
C -2.004 3.711 -3.191
C -1.310 4.847 -3.941
C -0.557 5.757 -2.982
C 0.438 4.959 -2.153
C -0.233 3.809 -1.411
C 0.926 -2.673 -0.576
C 0.936 -4.028 -0.243
C 2.124 -4.727 -0.087
C 3.336 -4.080 -0.260
C 3.355 -2.735 -0.601
C 2.164 -2.035 -0.751
P 2.112 -0.276 -1.251
C 3.661 0.463 -0.555
C 3.443 1.903 -0.087
C 3.495 2.907 -1.226
C 4.819 2.810 -1.974
C 5.063 1.393 -2.479
C 4.965 0.364 -1.356
C 2.070 -0.493 -3.076
C 3.236 -1.228 -3.738
C 2.795 -1.749 -5.110
C 1.914 -0.734 -5.854
C 2.142 0.674 -5.325
C 1.684 0.763 -3.870
H -2.205 -3.548 -0.363
H -2.927 -2.077 0.270
H -1.755 -2.950 1.237
H -1.090 -3.368 -2.984
H -1.795 -2.967 -5.294
H -2.389 -0.678 -6.028
H -2.270 1.179 -4.451
H -2.659 0.317 0.029
H -2.082 2.587 0.934
H -3.638 1.922 1.339
H -3.165 4.103 -0.732
H -3.931 4.275 0.821
H -5.616 4.118 -1.024
H -5.786 2.809 0.127
H -4.396 2.607 -2.576
H -5.940 1.910 -2.163
H -4.156 0.173 -1.995
H -4.915 0.495 -0.451
H -0.225 2.533 -3.088
H -2.738 4.145 -2.514
H -2.566 3.099 -3.894
H -2.043 5.411 -4.521
H -0.605 4.420 -4.663
H -1.275 6.237 -2.309
H -0.056 6.560 -3.525
H 0.956 5.601 -1.437
H 1.213 4.549 -2.813
H -0.923 4.205 -0.660
H 0.516 3.224 -0.850
H 0.002 -4.546 -0.081
H 2.102 -5.775 0.182
H 4.267 -4.612 -0.126
H 4.307 -2.238 -0.734
H 3.762 -0.147 0.355
H 4.249 2.129 0.623
H 2.505 1.990 0.484
H 3.344 3.917 -0.836
H 2.657 2.728 -1.912
H 5.625 3.083 -1.285
H 4.862 3.523 -2.799
H 6.042 1.316 -2.957
H 4.329 1.165 -3.259
H 5.782 0.553 -0.648
H 5.132 -0.643 -1.742
H 1.210 -1.178 -3.144
H 3.578 -2.061 -3.121
H 4.083 -0.553 -3.858
H 2.251 -2.686 -4.979
H 3.680 -1.988 -5.702
H 0.857 -0.989 -5.716
H 2.102 -0.784 -6.927
H 1.599 1.407 -5.923
H 3.201 0.936 -5.407
H 0.598 0.836 -3.861
H 2.062 1.675 -3.401
C 0.545 1.126 4.310
S 0.364 1.003 2.566
O 1.385 0.045 2.101
O 0.592 2.329 1.999
O -0.990 0.518 2.299
H 1.429 1.715 4.522
H 0.647 0.130 4.722
H -0.334 1.611 4.716

Forces on atoms 1 to 3 (eV/Å):
-0.04 -0.54 -0.34
-0.12 0.01 -0.02
0.29 0.26 -0.01

orbital gap (alpha / beta): 6.326 / 8.541 eV
LUMO level (alpha / beta): 0.6 / -0.3 eV
spin multiplicity: 3
HOMO level (alpha / beta): -5.70 / -8.84 eV
energy above the lowest of the compared OMol25 structures with the same formula, charge and spin: 1.68 kcal per mole